(1)
Density functional theory data (wB97M-V/def2-TZVPD) for 2 unconnected molecules or ions with the total composition C7H14NO3.

XYZ file:
```
25
Properties=species:S:1:pos:R:3:forces:R:3:nbo_charge:R:1
O -1.3109 -0.6117 3.0718 0.293 1.510 1.207 -0.613
O -0.0750 0.7243 -1.6378 -0.331 0.378 0.015 -0.830
O 0.8362 1.3562 -3.5957 0.152 -0.114 0.336 -0.785
N 0.5600 -0.2276 1.7133 -2.716 -1.790 -0.802 -0.485
C -1.7884 -1.0498 0.8595 -0.034 1.679 1.108 -0.731
C 1.6646 -2.2396 0.6610 1.454 -2.621 1.260 -0.642
C -0.8443 -0.5084 1.9621 0.919 -2.373 0.109 0.717
C -0.0608 1.3669 -2.7193 1.066 0.181 -0.577 0.770
C 1.0989 1.1431 1.9188 -1.989 -2.268 0.980 -0.425
C 0.9706 -0.9278 0.4575 0.128 1.975 -1.425 -0.293
C -1.2711 2.2138 -3.1463 0.022 -0.569 2.175 -0.752
H -1.1222 3.2992 -3.0815 0.255 -0.388 -1.087 0.207
H -1.3621 -1.8374 0.2772 -0.205 -0.470 -0.279 0.225
H 1.8540 1.0476 2.6796 1.381 0.382 -0.628 0.195
H -1.8922 -0.1439 0.2745 -0.336 -0.099 -1.019 0.254
H -1.5700 1.6442 -3.9922 -0.437 0.758 -1.535 0.218
H 0.1520 -1.0163 -0.2788 0.491 0.158 0.687 0.260
H 2.0408 -2.2287 1.7280 -1.241 -0.648 -0.521 0.217
H 1.1159 -3.2690 0.3465 0.905 2.573 1.077 0.198
H 1.2039 1.3972 0.8822 0.941 1.627 0.010 0.241
H 0.3354 1.6522 2.5016 -0.347 0.642 -0.581 0.198
H 2.6972 -2.3704 0.2720 -0.723 0.531 -0.948 0.213
H 1.5544 -0.1633 -0.0978 0.240 -0.866 0.220 0.236
H -2.7584 -1.2726 1.3606 0.925 -0.095 -0.461 0.221
H -2.0287 2.0221 -2.4168 -0.812 -0.093 0.679 0.186
```
Forces are in eV/Å.

Summary:
Energy above the lowest of the compared OMol25 structures with the same formula, charge and spin (kJ/mol): 212.9
E (Ha): -555.58319
LUMO level (eV): 3.467
Gap between HOMO and LUMO (eV): 7.7186
Total charge: -1
Largest force on an atom (eV/A): 3.350

***

(2)
Density functional theory data (wB97M-V/def2-TZVPD) for 2 unconnected molecules or ions with the total composition C3H12N3O.

XYZ file:
```
19
Properties=species:S:1:pos:R:3:forces:R:3:mulliken_spin:R:1
O -1.2988 -0.3554 2.1271 -0.172 0.367 -0.115 0.008
N 0.4681 0.9691 0.0207 -0.037 0.089 -0.787 0.080
N 1.4599 -0.3893 -1.7072 1.272 -0.180 0.912 0.126
N -0.5950 -1.1075 -0.6859 0.430 -0.694 0.368 0.088
C -2.4702 0.3648 2.5508 0.468 -1.416 0.011 0.000
C 0.4020 -0.1458 -0.8268 -1.119 0.952 -0.291 0.685
C 2.5024 0.5563 -2.0270 -0.195 0.393 -0.303 -0.026
H 2.7808 1.1634 -1.1709 0.149 -0.063 0.032 -0.002
H 2.2453 1.2422 -2.8492 -0.230 0.201 0.176 0.004
H 1.2281 -0.8899 -2.5224 -0.705 -0.712 -0.824 0.022
H -3.3385 -0.1485 2.1312 -0.127 0.453 -0.249 0.001
H 1.3585 1.3672 0.0251 1.204 0.749 0.322 -0.002
H -2.6030 0.3074 3.6247 0.143 0.367 0.285 0.002
H -0.9537 -1.5403 -1.5260 -0.146 0.330 -0.097 0.043
H -1.2987 -0.8733 -0.0090 -0.041 -0.051 0.073 -0.037
H 3.3927 0.0420 -2.3850 0.082 -0.227 0.248 0.016
H -0.0850 1.2458 0.8025 -0.457 -0.885 0.083 -0.019
H -2.3342 1.3741 2.1995 -0.397 0.372 0.001 0.000
H -0.9453 -0.9226 2.8122 -0.120 -0.044 0.157 0.009
```
Forces are in eV/Å.

Summary:
Energy above the lowest of the compared OMol25 structures with the same formula, charge and spin (kJ/mol): 98.5
E (Ha): -360.89107
LUMO level (alpha / beta) (eV): 0.822 / 0.753
Gap between HOMO and LUMO (alpha / beta) (eV): 4.1051 / 9.2794
Spin multiplicity: 2
Total charge: 0
Largest force on an atom (eV/A): 1.575